The following is a quantum chemistry calculation of one molecule with the formula C5H11NO, from the OMol25 dataset.

```
18
Properties=species:S:1:pos:R:3:forces:R:3
C -1.5700 -0.2841 -1.4320 0.0 -0.1 -0.1
C -1.1654 0.1340 -0.0175 -0.1 0.0 0.1
C 0.3451 0.4201 0.1508 0.0 0.1 -0.1
C 0.6085 1.6504 1.0125 0.0 0.1 0.1
N 1.0683 -0.7108 0.7293 0.0 -0.2 -0.1
C 1.4941 -1.7690 -0.0046 0.0 0.0 -0.1
O 1.3148 -1.9087 -1.2013 0.1 0.1 0.5
H -1.4473 0.5440 -2.1422 0.0 -0.1 0.2
H -0.9575 -1.1168 -1.7907 -0.1 0.1 0.1
H -2.6200 -0.5930 -1.4522 0.1 0.1 0.0
H -1.7442 1.0203 0.2804 0.2 -0.1 -0.1
H -1.4428 -0.6515 0.6947 0.1 0.1 -0.1
H 0.7914 0.5724 -0.8382 -0.1 0.0 0.1
H 0.1860 2.5405 0.5346 0.1 -0.2 0.1
H 0.1440 1.5500 2.0046 0.1 0.0 -0.2
H 1.6844 1.8103 1.1508 -0.2 0.0 0.0
H 1.2653 -0.6946 1.7207 0.0 -0.1 -0.2
H 2.0455 -2.5137 0.6002 -0.1 0.1 -0.1
```
Positions in Å, forces in eV/Å.

Calculated values
Highest occupied orbital energy in eV: -9.68
Relative energy (zero: lowest compared OMol25 entry of this formula, charge and spin) in kcal per mole: 7.3
Kohn-Sham gap in hartree: 0.3895
Molecular weight in Da: 101.15
Net charge: 0
SMILES: CC[C@@H](C)NC=O
E_tot in eV: -8901.381

From a Löwdin analysis of the wavefunction, the atomic charges in e read: -0.11 -0.21 -0.38 -0.07 0.04 -0.36 0.01 0.08 0.06 0.07 0.10 0.11 0.14 0.08 0.08 0.08 0.13 0.13

The following is a quantum chemistry calculation of one molecule with the formula C5H11NO, from the OMol25 dataset.

```
18
Properties=species:S:1:pos:R:3:forces:R:3
C -2.1135 -0.5385 -0.5463 0.0 -0.1 0.0
C -1.5365 0.7514 0.0362 0.0 0.0 0.0
C -0.6235 0.4934 1.2377 -0.1 0.1 0.1
N 0.5258 -0.3021 0.8469 0.1 0.0 -0.1
C 1.7157 0.3007 0.5381 0.0 0.1 0.0
C 2.5959 -0.4706 -0.4242 0.1 0.0 0.0
O 2.0267 1.4023 0.9571 -0.1 -0.3 -0.2
H -2.8004 -0.3369 -1.3735 0.1 0.0 0.1
H -1.3290 -1.1943 -0.9448 -0.1 0.1 0.0
H -2.6589 -1.1010 0.2208 0.0 0.1 -0.1
H -0.9566 1.2798 -0.7320 -0.1 0.0 0.1
H -2.3523 1.4196 0.3383 0.1 -0.1 0.0
H -0.2271 1.4277 1.6422 -0.1 -0.1 0.0
H -1.1749 -0.0166 2.0371 0.1 0.0 -0.1
H 0.3295 -1.1789 0.3891 0.1 0.1 0.0
H 2.5899 0.0869 -1.3671 0.0 -0.1 0.1
H 2.2455 -1.4875 -0.6234 0.0 0.1 0.1
H 3.6236 -0.4994 -0.0589 -0.1 0.0 0.0
```
Positions in Å, forces in eV/Å.

Calculated values
Highest occupied orbital energy in eV: -9.59
Relative energy (zero: lowest compared OMol25 entry of this formula, charge and spin) in kcal per mole: 2.9
Kohn-Sham gap in hartree: 0.3848
Molecular weight in Da: 101.15
Net charge: 0
SMILES: CCCNC(C)=O
E_tot in eV: -8901.572

From a Löwdin analysis of the wavefunction, the atomic charges in e read: -0.12 -0.24 -0.20 0.04 -0.54 0.00 0.04 0.07 0.06 0.08 0.11 0.11 0.12 0.12 0.11 0.09 0.07 0.08

- Look up the net charge of the second one.
  0

- Which of these has the highest highest occupied orbital energy?
  number 2

- Look up the relative energy (zero: lowest compared OMol25 entry of this formula, charge and spin) of the first one.
  7.3 kcal per mole